123
Properties=species:S:1:pos:R:3:forces:R:3 method="wB97M-V/def2-TZVPD" multiplicity=2 charge=+1 homo_ev="-9.5 / -9.5" s_squared=0.75 e_lumo_ev="-2.77 / -7.14" homo_lumo_gap_ev="6.7 / 2.3"
C 3.669806 -4.435782 1.884262 -0.46 0.13 0.01
C 4.084080 -4.496341 0.354713 -3.35 -2.19 1.50
C 3.527235 -5.858769 -0.188978 -0.38 0.49 -0.25
C 3.287658 -5.928698 -1.684088 -0.34 0.01 1.06
C 2.468383 -4.750921 -2.163845 0.28 -0.50 -1.15
C 3.066009 -3.392828 -1.813946 -1.02 0.20 -0.58
N 3.425140 -3.338372 -0.369278 1.58 0.33 -0.82
O 3.743916 -2.043627 0.009515 -0.95 -1.83 -0.15
C 4.366424 -3.229835 -2.688811 0.45 -0.12 -0.40
C 1.993925 -2.293026 -2.093142 1.37 0.02 0.83
C 5.539410 -4.550705 0.196466 1.56 2.35 0.05
H 3.221599 -5.359228 2.250943 0.55 -0.55 -0.52
H 2.807767 -3.804131 2.098758 0.28 0.73 -0.36
H 4.473182 -4.204430 2.583651 0.11 0.32 -0.34
H 4.265714 -6.625869 0.044051 -0.02 0.13 0.39
H 2.583346 -6.177853 0.253003 0.07 0.46 0.55
H 2.627046 -6.795407 -1.706708 0.57 -0.36 -1.05
H 4.256286 -6.042240 -2.170878 -0.36 -0.22 -0.50
H 1.401250 -4.899704 -1.998986 -0.01 0.43 0.85
H 2.488445 -4.790994 -3.252921 0.06 0.21 -0.21
H 5.304026 -2.908728 -2.235047 -0.26 0.17 0.53
H 4.611791 -4.173202 -3.176611 -0.08 -0.16 0.30
H 4.237064 -2.557888 -3.537253 -0.56 0.30 0.28
H 1.646068 -2.367421 -3.123464 -0.31 -0.23 0.31
H 1.260415 -2.402214 -1.294308 -0.61 0.00 -0.55
H 2.434616 -1.304541 -1.963628 0.04 0.02 -0.18
H 6.006002 -5.224721 0.914858 -0.20 -0.16 -0.33
H 5.801399 -3.546507 0.529687 1.11 0.16 0.15
H 5.911004 -4.626504 -0.825431 -0.12 -0.53 0.12
H 4.700602 -2.030486 -0.069150 0.93 0.45 0.46
C -7.691056 -0.452312 0.957975 -1.34 0.32 1.47
C -6.206875 -0.153313 1.156508 0.90 -0.18 -2.04
C -5.469831 -0.787047 -0.040317 0.98 -1.84 -0.27
C -4.031174 -0.430447 -0.267317 0.64 0.46 1.54
C -3.934341 1.062785 -0.442636 1.96 -0.95 -0.01
C -4.615840 1.900403 0.641795 0.20 -0.75 0.88
N -5.940055 1.291861 0.990387 0.08 -0.47 -1.91
O -6.679554 2.062999 1.861980 0.32 0.24 0.73
C -3.728191 2.075330 1.964447 0.47 -0.98 -1.36
C -4.805558 3.247490 -0.004975 -1.04 0.45 1.41
C -5.706333 -0.849448 2.420110 0.00 1.04 1.44
H -8.126301 -0.500326 -0.040206 0.56 0.17 -0.08
H -8.296640 0.230028 1.554448 0.16 0.94 -0.40
H -8.060123 -1.303569 1.530028 0.75 -0.94 -0.42
H -5.346917 -1.844879 0.192019 -1.07 -0.45 -0.33
H -5.924128 -0.636448 -1.019626 -0.74 -0.05 0.30
H -3.446568 -1.082646 -0.916141 -0.80 0.42 -1.46
H -3.390515 -0.733328 0.560880 -0.33 0.40 1.26
H -4.169042 1.332159 -1.472422 -0.62 0.31 0.16
H -2.860615 1.230206 -0.357838 0.23 0.70 -0.08
H -3.197835 1.138468 2.135072 -0.65 -0.57 0.54
H -2.823699 2.677439 1.878016 -0.39 0.90 -0.53
H -4.288960 2.425306 2.831137 0.00 -0.18 -0.06
H -5.084700 3.893993 0.827020 0.05 0.62 -0.27
H -3.871521 3.587460 -0.452297 -0.25 0.03 -0.18
H -5.684007 3.198779 -0.648450 0.38 0.13 -0.46
H -6.272663 -0.574300 3.309864 -0.79 -0.01 -0.06
H -4.747698 -0.473459 2.777520 0.59 -0.41 -0.65
H -5.750703 -1.937629 2.375325 0.19 0.13 -0.24
H -6.226510 1.838258 2.677974 -0.43 0.55 1.02
C -1.663959 -3.564598 -0.607330 -0.31 -1.08 -0.79
O -2.520948 -4.627734 -1.084856 -0.06 0.73 0.45
H -0.919935 -3.927655 0.101691 -0.09 -0.04 0.36
H -1.116546 -3.128352 -1.442874 -0.06 0.29 -0.11
H -2.314747 -2.814786 -0.157498 0.18 -0.15 0.01
H -2.055939 -5.421212 -1.360097 0.35 0.22 0.10
C -0.387718 -0.818906 1.225486 0.16 1.57 0.16
O -0.537835 -0.259064 -0.090026 -0.38 -0.90 0.36
H 0.260195 -0.196726 1.842895 0.39 0.20 -0.07
H -1.347004 -0.674664 1.722547 -0.17 -0.56 -0.24
H -0.005929 -1.833743 1.337010 -0.28 -0.28 -0.59
H 0.288877 -0.067078 -0.538683 0.28 0.07 0.41
C -0.787765 1.822629 4.281733 -0.02 0.10 -0.95
C -1.186381 2.278671 5.677449 -0.92 0.13 0.88
C -2.120333 3.448706 5.795212 -0.13 1.31 -1.36
O -2.460749 3.910983 7.122875 0.26 -1.73 -1.24
C -3.229367 5.047162 6.952651 -0.25 2.30 0.69
N -1.932297 1.243220 6.414916 1.70 -0.50 -0.06
H 0.023972 1.095647 4.255690 0.11 -0.17 0.68
H -0.396367 2.608054 3.635194 -0.08 0.51 0.26
H -1.558512 1.351774 3.671529 -0.52 0.08 0.45
H -0.279825 2.611972 6.182589 0.39 -0.27 0.26
H -3.040064 3.257500 5.242366 -0.24 -0.28 0.04
H -1.632162 4.259184 5.254008 0.02 0.59 0.04
H -3.452219 5.516339 7.910932 0.71 -0.08 0.32
H -4.239441 5.081853 6.544417 -0.19 -1.49 -0.68
H -2.669108 5.740581 6.325454 0.06 0.45 0.10
H -1.234509 0.516547 6.486535 -0.19 -1.00 0.07
H -1.905271 1.604522 7.357703 -0.69 0.04 0.50
C 1.909729 3.979406 -6.908625 -0.92 -1.04 1.36
C 0.948319 2.834100 -6.465834 0.29 2.17 -0.32
C 0.430817 3.037385 -5.041218 0.26 -2.25 0.83
O -0.124411 1.719735 -4.747074 0.00 0.05 2.69
C -0.218320 1.486934 -3.282132 0.09 -0.24 -1.50
N -0.144478 2.872019 -7.380410 -1.47 -0.24 -0.16
H 2.123437 3.887202 -7.973488 0.51 -0.02 0.27
H 2.722602 3.903317 -6.186452 0.72 0.37 -0.66
H 1.382975 4.918263 -6.737787 0.05 0.04 -0.12
H 1.428002 1.856007 -6.429234 0.44 -0.03 0.03
H -0.327978 3.740757 -4.698284 0.02 0.63 -1.03
H 1.271221 3.138055 -4.354421 0.41 0.34 -0.08
H -0.437596 0.425682 -3.164858 -0.47 0.12 -0.06
H -0.937933 2.116913 -2.759265 -0.45 -0.03 -0.40
H 0.702591 1.640463 -2.719596 0.65 0.29 -0.48
H 0.049195 2.469289 -8.286176 0.19 -0.03 0.00
H -0.905900 2.353137 -6.966778 -0.33 -0.16 -0.28
C 5.068062 0.943280 0.804534 0.42 -0.43 2.04
C 3.898703 1.797936 0.329075 1.96 -1.36 0.54
C 4.485433 2.309147 -0.941910 -0.86 2.24 -2.71
O 5.731127 3.001386 -0.851790 -1.20 -0.58 3.06
C 6.411545 3.169235 -2.007293 1.26 -0.19 -1.67
N 2.603982 1.108525 0.225083 0.31 0.23 -0.33
H 5.507593 0.172744 0.171136 -0.61 -0.19 -0.61
H 4.805071 0.502555 1.766152 0.15 -0.33 0.17
H 5.934777 1.577919 0.989284 -0.13 0.18 0.13
H 3.801954 2.551844 1.110333 -0.17 0.40 -0.41
H 3.784493 3.011907 -1.392373 -0.31 0.27 -0.22
H 4.621627 1.563350 -1.725059 -0.19 -0.84 0.23
H 7.312253 3.754576 -1.822338 -0.47 0.72 0.07
H 5.781256 3.548310 -2.811747 0.11 0.46 -0.13
H 6.890562 2.266008 -2.385190 -0.36 -0.83 -0.11
H 2.391402 0.755064 1.147027 -0.21 0.23 0.35
H 2.688118 0.253882 -0.306534 0.31 -0.09 -0.45



18
Properties=species:S:1:pos:R:3:forces:R:3 method="wB97M-V/def2-TZVPD" homo_ev=-10.9 e_lumo_ev=0.31 homo_lumo_gap_ev=11.2
O -2.068778 1.371333 0.612000 -4.50 -6.80 -4.58
H -1.726778 2.118333 0.843000 3.33 7.38 2.39
H -2.452778 1.513333 -0.320000 0.91 -0.37 2.18
O 1.430222 -2.346667 -0.310000 2.11 -0.82 0.22
H 2.040222 -2.528667 -1.094000 -1.14 0.43 1.74
H 1.968222 -2.558667 0.519000 -0.97 0.32 -1.86
O 2.273222 2.503333 0.376000 7.20 7.40 4.43
H 1.811222 1.910333 0.007000 -5.37 -7.52 -4.36
H 3.242222 2.306333 0.278000 -1.81 0.14 0.02
O 0.271222 -0.367667 -2.859000 -4.07 -4.79 -12.49
H -0.174778 -1.339667 -2.976000 1.72 3.79 0.49
H 0.431222 -0.305667 -2.055000 2.32 1.04 12.10
O -2.153778 -1.087667 2.257000 -5.37 1.84 -1.49
H -3.302778 -1.088667 2.300000 5.22 -0.23 0.02
H -2.091778 -0.308667 1.594000 0.10 -1.64 1.56
O 0.413222 0.333333 0.139000 3.08 -2.97 -0.40
H -0.456778 0.536333 0.356000 -2.51 0.51 0.63
H 0.547222 -0.660667 0.333000 -0.25 2.29 -0.60



Computed values of energy relative to the best compared isomer or geometry (same formula, charge and spin) (unit: kcal/mol) for the preceding records, in sequence: 50.06, 94.17.